# 1
{"formula": "C11H23BBrClO4", "method": "the ωB97M-V functional and the def2-TZVPD basis", "lumo_ev": 0.236, "smiles": "C[C@H](Br)CBCl.CCOC(C)=O.CCOC(C)=O", "orbital_gap_ev": 10.256, "fmax_ev_per_a": 1.46, "symbols": ["C", "C", "Br", "C", "B", "Cl", "H", "H", "H", "H", "H", "H", "H", "C", "C", "O", "C", "C", "O", "H", "H", "H", "H", "H", "H", "H", "H", "C", "C", "O", "C", "C", "O", "H", "H", "H", "H", "H", "H", "H", "H"], "xyz": [[-1.843, 4.054, -3.539], [-0.662, 4.549, -4.403], [-1.005, 4.056, -6.274], [0.665, 3.988, -3.860], [0.561, 2.439, -3.475], [0.946, 1.927, -1.770], [-2.660, 4.769, -3.649], [-2.181, 3.071, -3.861], [-1.564, 4.077, -2.483], [-0.625, 5.633, -4.332], [0.918, 4.522, -2.937], [1.494, 4.116, -4.565], [0.234, 1.623, -4.272], [1.642, -0.722, 0.842], [3.119, -0.668, 1.166], [3.562, -1.866, 1.815], [3.933, -2.968, 1.154], [3.642, -3.080, -0.319], [4.431, -3.875, 1.760], [1.414, -1.527, 0.141], [1.311, 0.218, 0.404], [1.061, -0.911, 1.745], [3.733, -0.458, 0.288], [3.309, 0.135, 1.875], [2.693, -3.595, -0.455], [4.433, -3.670, -0.778], [3.619, -2.125, -0.840], [-2.174, -3.323, 3.352], [-2.240, -1.993, 4.072], [-1.581, -0.961, 3.332], [-2.171, -0.253, 2.359], [-3.496, -0.711, 1.810], [-1.603, 0.693, 1.888], [-2.693, -3.289, 2.394], [-2.625, -4.108, 3.960], [-1.137, -3.590, 3.147], [-3.262, -1.699, 4.316], [-1.702, -2.060, 5.016], [-3.321, -1.339, 0.938], [-4.060, 0.168, 1.506], [-4.113, -1.245, 2.529]], "mulliken_charge": [-1.244, 0.076, -0.166, -0.783, 0.295, -0.191, 0.367, 0.367, 0.317, 0.380, 0.258, 0.333, -0.034, -0.480, -0.579, -0.374, 0.741, -0.901, -0.567, 0.274, 0.098, 0.225, 0.395, 0.325, 0.230, 0.310, 0.318, -0.958, -0.426, -0.370, 0.834, -1.045, -0.557, 0.271, 0.364, 0.281, 0.378, 0.321, 0.248, 0.315, 0.353]}

# 2
{"formula": "C11H23F2N4S2Ti", "method": "the ωB97M-V functional and the def2-TZVPD basis", "lumo_ev": -11.875, "total_charge": 3, "orbital_gap_ev": 6.813, "fmax_ev_per_a": 1.69, "symbols": ["Ti", "C", "C", "N", "C", "C", "S", "C", "C", "N", "H", "H", "H", "H", "H", "H", "H", "H", "H", "H", "H", "H", "H", "H", "C", "N", "C", "C", "N", "C", "S", "H", "H", "H", "H", "H", "H", "H", "H", "F", "C", "F", "H"], "xyz": [[-0.171, -0.281, 0.035], [1.444, 0.061, 2.501], [2.399, -0.419, 1.418], [1.916, -0.021, 0.042], [2.425, 1.316, -0.447], [1.736, 2.481, 0.231], [-0.079, 2.222, 0.197], [-0.585, 2.299, 1.966], [-0.904, 0.943, 2.601], [0.003, -0.148, 2.094], [1.647, -0.468, 3.429], [1.580, 1.118, 2.702], [3.394, -0.014, 1.597], [2.480, -1.501, 1.436], [2.317, -0.700, -0.606], [3.501, 1.375, -0.286], [2.259, 1.344, -1.522], [2.052, 2.637, 1.260], [1.942, 3.397, -0.319], [0.213, 2.832, 2.479], [-1.465, 2.935, 2.011], [-0.805, 1.030, 3.683], [-1.921, 0.642, 2.386], [-0.321, -1.019, 2.514], [-4.917, -1.906, 0.301], [-5.024, -0.468, 0.035], [-6.355, 0.197, -0.027], [-6.006, 1.671, -0.322], [-4.534, 1.603, -0.505], [-4.086, 0.380, -0.293], [-2.410, -0.093, -0.518], [-5.563, -2.151, 1.141], [-3.894, -2.164, 0.550], [-5.237, -2.471, -0.572], [-6.871, 0.062, 0.921], [-6.944, -0.268, -0.815], [-6.249, 2.333, 0.503], [-6.482, 2.039, -1.226], [-3.984, 2.342, -0.915], [0.039, -1.699, -1.328], [0.183, -2.299, 0.041], [-1.045, -2.713, 0.364], [0.868, -3.135, -0.055]], "mulliken_charge": [-0.247, -0.653, -0.751, 0.102, -0.838, -0.535, 0.011, -0.594, -0.707, 0.019, 0.449, 0.256, 0.456, 0.419, 0.448, 0.372, 0.454, 0.328, 0.497, 0.486, 0.476, 0.434, 0.359, 0.420, -0.785, 0.034, -0.562, -0.499, -0.117, 0.616, -0.130, 0.336, 0.235, 0.344, 0.364, 0.359, 0.317, 0.342, 0.237, -0.156, 0.029, -0.117, 0.489]}

# 3
{"formula": "C11H23F4N3O2", "method": "the ωB97M-V functional and the def2-TZVPD basis", "lumo_ev": -0.643, "orbital_gap_ev": 4.785, "fmax_ev_per_a": 0.79, "symbols": ["C", "C", "C", "C", "C", "C", "C", "N", "C", "N", "C", "F", "F", "C", "F", "F", "N", "O", "H", "H", "H", "H", "H", "H", "H", "H", "H", "H", "H", "H", "H", "H", "H", "H", "H", "H", "H", "H", "C", "O", "H", "H", "H"], "xyz": [[-0.191, 4.321, 0.078], [-0.580, 2.834, 0.157], [-1.744, 2.474, -0.764], [-2.332, 1.065, -0.518], [-1.786, -0.001, -1.487], [-1.679, -1.403, -0.894], [-0.703, -1.561, 0.272], [0.294, -0.421, 0.384], [1.518, -0.775, 0.760], [2.339, -1.531, -0.046], [2.331, -1.253, -1.466], [3.200, -2.138, -2.008], [1.140, -1.479, -1.999], [2.845, 0.161, -1.875], [1.836, 0.933, -2.309], [3.436, 0.750, -0.800], [2.004, -0.453, 1.957], [1.227, 0.226, 2.858], [0.253, 4.656, 1.017], [0.562, 4.470, -0.695], [-1.070, 4.927, -0.139], [-0.832, 2.562, 1.188], [0.306, 2.258, -0.134], [-1.387, 2.519, -1.796], [-2.542, 3.205, -0.621], [-3.412, 1.141, -0.640], [-2.141, 0.755, 0.514], [-2.487, -0.074, -2.324], [-0.840, 0.318, -1.933], [-2.647, -1.791, -0.577], [-1.343, -2.069, -1.694], [-1.236, -1.703, 1.219], [-0.102, -2.460, 0.153], [-0.044, 0.363, 0.927], [3.293, -1.495, 0.294], [3.578, 0.061, -2.677], [2.919, -0.721, 2.285], [1.560, 1.136, 2.872], [-1.137, -3.965, 2.088], [-2.247, -3.476, 1.526], [-0.612, -3.250, 2.804], [-1.243, -4.901, 2.688], [-0.304, -4.217, 1.353]], "mulliken_charge": [-1.416, 0.366, -0.673, -0.836, -0.666, -1.178, -0.835, 0.550, -0.234, -0.231, 0.606, -0.361, -0.193, 0.138, -0.224, -0.302, 0.115, -0.411, 0.376, 0.316, 0.338, 0.318, -0.290, 0.293, 0.454, 0.501, 0.430, 0.460, 0.223, 0.431, 0.358, 0.756, 0.297, 0.186, 0.286, 0.324, 0.186, 0.355, -0.448, -0.784, 0.032, 0.324, 0.065]}

# 4
{"formula": "C11H23IMnNO2P2", "method": "the ωB97M-V functional and the def2-TZVPD basis", "lumo_ev": [-8.493, -7.468], "total_charge": 2, "orbital_gap_ev": [6.913, 8.287], "multiplicity": 5, "fmax_ev_per_a": 1.01, "symbols": ["Mn", "P", "C", "C", "N", "C", "C", "C", "C", "C", "P", "H", "H", "H", "H", "H", "H", "H", "H", "O", "H", "H", "O", "H", "C", "H", "H", "H", "C", "H", "H", "H", "C", "H", "H", "H", "C", "H", "H", "H", "I"], "xyz": [[-0.002, 0.085, 1.113], [2.080, -1.064, 1.367], [2.372, -1.403, -0.425], [1.051, -1.698, -1.106], [-0.096, -1.168, -0.573], [-1.288, -1.486, -1.171], [-1.341, -2.268, -2.312], [-0.179, -2.802, -2.858], [1.023, -2.522, -2.217], [-2.567, -0.897, -0.612], [-2.197, 0.608, 0.386], [1.970, -2.943, -2.575], [-2.320, -2.451, -2.775], [-0.210, -3.422, -3.751], [-3.239, -0.573, -1.420], [-3.118, -1.627, 0.009], [2.874, -0.525, -0.875], [3.051, -2.266, -0.466], [1.631, 4.014, -1.109], [2.045, 3.298, -1.625], [2.417, 3.760, -2.405], [-1.087, 4.691, 1.133], [-1.029, 5.165, 0.275], [-1.407, 6.051, 0.445], [-2.228, 1.962, -0.794], [-3.199, 2.003, -1.301], [-2.031, 2.921, -0.300], [-1.443, 1.859, -1.556], [-3.547, 0.772, 1.560], [-3.381, 1.662, 2.181], [-4.506, 0.861, 1.034], [-3.592, -0.092, 2.240], [2.060, -2.668, 2.190], [2.986, -3.217, 1.984], [1.965, -2.507, 3.272], [1.207, -3.286, 1.884], [3.570, -0.204, 1.904], [3.466, 0.052, 2.966], [4.444, -0.855, 1.754], [3.703, 0.732, 1.340], [0.090, 1.452, 3.190]], "lowdin_spin": [4.077, -0.033, -0.005, 0.007, -0.014, 0.006, -0.001, 0.008, -0.001, -0.008, -0.033, 0.000, 0.000, 0.000, -0.002, 0.000, 0.000, -0.002, 0.000, 0.001, 0.000, 0.000, 0.000, 0.000, 0.001, -0.001, 0.000, 0.000, -0.002, 0.001, -0.002, 0.000, -0.005, -0.002, 0.000, 0.000, 0.000, 0.001, -0.002, 0.000, 0.010]}

# 5
{"formula": "C11H23InO4", "method": "the ωB97M-V functional and the def2-TZVPD basis", "lumo_ev": -8.425, "total_charge": 2, "orbital_gap_ev": 7.170, "e_above_lowest_ev": 1.563, "fmax_ev_per_a": 10.59, "symbols": ["In", "C", "C", "O", "H", "H", "H", "H", "H", "C", "C", "O", "C", "H", "H", "H", "H", "H", "H", "C", "C", "O", "C", "H", "H", "H", "H", "H", "H", "C", "C", "O", "C", "H", "H", "H", "H", "H", "H"], "xyz": [[19.469, 4.249, 38.137], [20.159, 1.467, 34.970], [20.592, 2.831, 35.648], [19.656, 3.528, 36.411], [20.181, 0.611, 35.645], [20.884, 1.310, 34.172], [19.186, 1.571, 34.490], [20.916, 3.509, 34.858], [21.487, 2.593, 36.223], [17.834, 0.507, 39.116], [18.293, 1.575, 38.205], [19.023, 2.454, 38.598], [17.780, 1.435, 36.753], [16.746, 0.569, 39.152], [18.238, 0.657, 40.117], [17.971, -0.535, 38.830], [16.691, 1.410, 36.749], [18.097, 0.475, 36.345], [18.171, 2.286, 36.196], [16.966, 6.466, 40.064], [17.811, 6.687, 38.845], [18.682, 5.845, 38.682], [17.652, 7.808, 37.930], [16.705, 5.451, 40.362], [15.994, 6.912, 39.857], [17.533, 7.001, 40.826], [17.952, 8.725, 38.438], [16.616, 7.841, 37.593], [18.307, 7.543, 37.100], [16.340, 5.621, 35.935], [17.685, 4.928, 35.781], [18.512, 5.026, 36.699], [18.055, 4.341, 34.372], [15.671, 5.016, 36.547], [15.933, 5.930, 34.972], [16.523, 6.535, 36.499], [17.718, 3.306, 34.320], [19.131, 4.416, 34.219], [17.608, 4.982, 33.612]], "mulliken_charge": [1.168, -1.150, -0.365, -0.804, 0.275, 0.439, 0.264, 0.355, 0.447, -1.428, 1.123, -0.519, -0.360, 0.377, 0.358, 0.396, 0.512, 0.441, -0.690, -1.156, 1.100, -0.374, -1.386, 0.399, 0.377, 0.346, 0.460, 0.482, 0.352, -0.940, 1.117, -0.248, -1.011, 0.301, 0.475, -0.094, 0.161, 0.224, 0.577]}

# 6
{"formula": "C11H23N7O12", "method": "the ωB97M-V functional and the def2-TZVPD basis", "lumo_ev": -0.108, "smiles": "C[N+](=O)[O-].C[N+](=O)[O-].C[N+](=O)[O-].C[N+](=O)[O-].C[N+](=O)[O-].C[N+](=O)[O-].c1ccncc1", "orbital_gap_ev": 9.948, "fmax_ev_per_a": 3.32, "symbols": ["C", "N", "O", "O", "H", "H", "H", "C", "N", "O", "O", "H", "H", "H", "C", "N", "O", "O", "H", "H", "H", "C", "N", "O", "O", "H", "H", "H", "C", "N", "O", "O", "H", "H", "H", "C", "N", "O", "O", "H", "H", "H", "C", "C", "C", "N", "C", "C", "H", "H", "H", "H", "H"], "xyz": [[1.890, 0.684, 2.809], [1.385, 0.080, 1.515], [1.542, 0.729, 0.469], [0.947, -1.028, 1.604], [1.678, -0.124, 3.488], [1.424, 1.667, 2.967], [2.939, 0.857, 2.608], [2.055, -1.358, -1.700], [1.898, -1.164, -3.239], [2.213, -2.103, -3.998], [1.351, -0.149, -3.578], [2.647, -2.236, -1.560], [1.043, -1.365, -1.348], [2.565, -0.443, -1.489], [-1.434, -3.358, -3.518], [-1.356, -3.935, -2.142], [-0.323, -3.777, -1.512], [-2.270, -4.591, -1.754], [-2.481, -3.096, -3.717], [-1.157, -4.214, -4.132], [-0.783, -2.484, -3.590], [-1.615, -3.158, 1.027], [-1.473, -2.990, 2.482], [-1.920, -1.968, 2.969], [-0.910, -3.862, 3.097], [-0.695, -3.536, 0.646], [-1.976, -2.220, 0.613], [-2.441, -3.923, 0.927], [2.768, 2.773, -1.990], [2.287, 3.419, -0.767], [3.057, 3.604, 0.198], [1.130, 3.655, -0.728], [2.943, 3.489, -2.734], [1.943, 2.201, -2.450], [3.565, 2.040, -1.771], [-1.080, 1.563, -1.631], [-1.849, 0.347, -2.042], [-2.905, 0.403, -2.675], [-1.264, -0.724, -1.941], [-0.071, 1.298, -1.973], [-1.162, 1.718, -0.557], [-1.409, 2.464, -2.147], [-0.758, 2.310, 4.120], [-0.516, 3.333, 3.279], [-0.926, 3.250, 1.930], [-1.617, 2.190, 1.536], [-2.038, 1.299, 2.442], [-1.554, 1.273, 3.696], [-0.395, 2.234, 5.171], [0.152, 4.119, 3.651], [-0.714, 3.934, 1.092], [-2.608, 0.506, 2.036], [-1.720, 0.369, 4.308]], "mulliken_charge": [-0.758, 0.898, -0.349, -0.548, 0.335, 0.169, 0.309, -0.405, 0.895, -0.570, -0.538, 0.268, 0.152, 0.183, -0.654, 0.993, -0.516, -0.584, 0.284, 0.315, 0.156, -0.895, 1.014, -0.554, -0.587, 0.373, 0.225, 0.415, -0.688, 1.001, -0.590, -0.505, 0.366, 0.137, 0.269, 0.250, 0.754, -0.576, -0.345, -0.078, -0.179, 0.287, -0.096, -0.681, -0.119, -0.451, -0.516, -0.226, 0.322, 0.327, 0.456, 0.450, 0.403]}